{"formula": "C32H76Br3N5O5", "method": "ωB97M-V with the def2-TZVPD basis set", "symbols": ["C", "C", "C", "C", "C", "C", "N", "O", "C", "C", "C", "H", "H", "H", "H", "H", "H", "H", "H", "H", "H", "H", "H", "H", "H", "H", "H", "H", "H", "C", "C", "C", "C", "C", "C", "N", "O", "C", "C", "C", "H", "H", "H", "H", "H", "H", "H", "H", "H", "H", "H", "H", "H", "H", "H", "H", "H", "H", "C", "N", "C", "C", "C", "C", "O", "H", "H", "H", "H", "H", "H", "H", "H", "H", "H", "H", "H", "H", "H", "C", "N", "C", "C", "C", "C", "O", "H", "H", "H", "H", "H", "H", "H", "H", "H", "H", "H", "H", "H", "H", "C", "C", "C", "O", "C", "N", "H", "H", "H", "H", "H", "H", "H", "H", "H", "H", "H", "H", "Br", "Br", "Br"], "positions_angstrom": [[-9.78950, 14.12216, 15.97456], [-9.65707, 14.16229, 14.49325], [-9.20125, 15.51943, 14.02616], [-7.69816, 15.82227, 14.34791], [-6.84091, 14.85984, 13.55383], [-7.11337, 13.38814, 13.87563], [-8.57871, 13.21976, 14.11419], [-8.94466, 11.96363, 13.94324], [-6.42114, 12.95634, 15.13765], [-6.63707, 12.58098, 12.67893], [-10.96182, 13.78000, 13.81330], [-10.56324, 14.80956, 16.30646], [-8.89030, 14.36374, 16.53437], [-10.08130, 13.12333, 16.30024], [-9.78342, 16.33156, 14.42901], [-9.20983, 15.59351, 12.93534], [-7.56824, 15.84050, 15.42614], [-7.52327, 16.86747, 14.09103], [-5.77958, 15.03557, 13.74292], [-7.03449, 15.13490, 12.51621], [-5.35028, 13.05083, 15.00011], [-6.67053, 11.94080, 15.42538], [-6.57525, 13.57542, 16.01486], [-6.59076, 11.50484, 12.82337], [-5.64789, 12.94787, 12.43947], [-7.25320, 12.68782, 11.78974], [-11.72458, 14.53539, 13.98505], [-11.27665, 12.80768, 14.19920], [-10.84086, 13.66814, 12.73373], [-19.86731, 11.89405, 10.85138], [-19.17157, 10.67003, 11.43800], [-20.11665, 9.49591, 11.45835], [-19.43432, 8.17114, 11.71081], [-18.42542, 7.90348, 10.57621], [-17.29964, 8.95857, 10.58762], [-17.94184, 10.29048, 10.68559], [-17.43730, 11.20788, 9.91305], [-16.40569, 8.81225, 9.31425], [-16.40759, 8.81405, 11.84428], [-18.61751, 11.01910, 12.80161], [-20.09442, 11.70688, 9.80648], [-19.30557, 12.81839, 10.96293], [-20.74819, 12.10888, 11.44444], [-20.64508, 9.42169, 10.50592], [-20.80503, 9.62664, 12.28014], [-20.15731, 7.35041, 11.66911], [-18.95232, 8.15306, 12.68256], [-19.01115, 7.93846, 9.66285], [-18.00830, 6.91210, 10.71619], [-15.48519, 9.39971, 9.33567], [-16.92450, 9.08255, 8.38498], [-16.08284, 7.76641, 9.28085], [-15.77539, 7.93312, 11.76460], [-17.02477, 8.81728, 12.73074], [-15.66363, 9.60869, 11.91845], [-18.13286, 10.24362, 13.38112], [-19.36326, 11.43409, 13.46649], [-17.75218, 11.66013, 12.76352], [-8.78418, 12.60271, 19.46955], [-9.21875, 11.22512, 19.60527], [-10.65860, 11.20985, 19.43654], [-8.65051, 10.45942, 18.50882], [-8.88082, 10.72999, 20.92273], [-7.43730, 10.78803, 21.39446], [-7.13338, 12.12134, 21.74877], [-9.22607, 13.17206, 20.27488], [-9.18037, 13.04906, 18.56099], [-7.71161, 12.71797, 19.42047], [-10.86244, 11.53262, 18.40676], [-11.03519, 11.88039, 20.20458], [-11.04507, 10.20215, 19.64352], [-9.09615, 9.47085, 18.57156], [-7.58565, 10.34682, 18.69035], [-8.88196, 10.94551, 17.56000], [-9.27355, 9.71350, 20.89923], [-9.45466, 11.23355, 21.70375], [-6.72747, 10.45159, 20.64312], [-7.45140, 10.11852, 22.25182], [-6.28395, 12.10717, 22.20033], [-16.13233, 9.21153, 19.23996], [-14.74880, 9.17524, 19.83230], [-14.70886, 8.15899, 20.87734], [-13.83761, 8.81315, 18.79277], [-14.41143, 10.45087, 20.47662], [-14.42608, 11.72859, 19.66114], [-15.73564, 12.20742, 19.32576], [-16.88821, 9.36843, 20.00350], [-16.30310, 8.23678, 18.77781], [-16.07728, 9.96504, 18.46657], [-15.37399, 8.43609, 21.68941], [-13.67490, 7.96533, 21.14859], [-15.00648, 7.18839, 20.48707], [-12.83828, 8.60392, 19.16345], [-13.75254, 9.58885, 18.04034], [-14.07237, 7.87116, 18.31836], [-13.38018, 10.36294, 20.80850], [-15.08146, 10.64555, 21.28913], [-13.83653, 11.62157, 18.74559], [-13.96039, 12.55602, 20.18471], [-16.15439, 12.67617, 20.05192], [-13.78592, 13.21035, 16.21335], [-14.97810, 12.28319, 15.95753], [-16.21728, 13.09544, 15.63055], [-17.38058, 12.31063, 15.32875], [-18.07220, 11.86446, 16.48423], [-14.69525, 11.25127, 14.93987], [-15.39108, 10.46227, 14.89926], [-14.71113, 11.69926, 14.01275], [-13.73720, 10.81720, 15.05959], [-14.05945, 13.98308, 16.93463], [-13.60272, 13.66863, 15.23481], [-12.85164, 12.68275, 16.41196], [-15.05543, 11.71376, 16.87846], [-16.00561, 13.71409, 14.75810], [-16.42449, 13.66278, 16.53574], [-17.55936, 11.12276, 17.08685], [-18.93349, 11.27540, 16.16406], [-18.43701, 12.69121, 17.10228], [-11.53334, 9.74156, 15.74917], [-14.38388, 12.25204, 11.69219], [-16.63918, 8.20456, 15.59613]], "forces_ev_per_angstrom": [[-0.1, -0.7, 1.8], [-0.2, 1.3, -1.0], [2.3, 1.1, -0.6], [-1.4, 0.3, 0.5], [0.2, 1.0, 0.7], [0.0, 1.4, -0.9], [-2.0, -8.6, -1.6], [1.5, 6.8, 1.1], [0.6, -0.1, 1.2], [-0.4, -0.9, -0.3], [0.1, -1.2, -0.2], [-0.1, 0.1, -0.2], [0.3, 0.2, -0.2], [-0.2, -0.2, -0.1], [-0.6, -0.1, 0.2], [-0.7, -0.1, 0.0], [0.4, -0.5, 0.3], [0.2, -0.1, -0.4], [0.0, 0.0, -0.1], [0.1, -0.6, -0.2], [0.2, -0.3, -0.4], [0.0, -0.3, -0.2], [-0.6, 0.4, 0.0], [0.1, 0.0, 0.4], [0.2, 0.0, 0.0], [-0.2, 0.5, 0.0], [0.1, 0.1, 0.2], [-0.3, 0.1, -0.1], [0.0, 0.1, 0.1], [0.7, 0.2, -0.1], [0.2, 0.5, 0.7], [-0.1, -1.1, 0.1], [0.4, -0.6, -0.7], [-0.6, 0.5, 1.2], [1.0, -1.0, -0.5], [2.4, 4.9, -5.8], [-2.4, -4.5, 4.2], [-0.2, 0.4, 0.3], [0.2, 0.4, -0.1], [1.0, -0.2, 1.4], [-0.3, 0.2, -0.1], [0.5, -0.2, -0.3], [-0.4, -0.5, -0.1], [-0.2, 0.2, 0.1], [-0.5, 0.5, 0.0], [-0.1, 0.2, 0.2], [0.0, -0.1, 0.2], [0.3, -0.1, -0.5], [0.3, 0.0, -0.2], [-0.2, 0.2, 0.3], [-0.1, -0.2, 0.3], [-0.3, 0.1, 0.0], [-0.5, -0.4, 0.0], [0.3, -0.4, 0.3], [-0.3, 0.5, -0.2], [-0.5, -0.9, 0.0], [-0.3, 0.3, -0.2], [0.0, 1.0, -0.5], [-0.1, 2.0, -0.4], [0.3, 1.3, -0.7], [-1.3, -0.1, 0.2], [0.8, -1.4, -0.2], [0.2, -1.4, 1.4], [-0.5, 0.1, -0.4], [0.0, -0.1, 0.2], [0.3, 0.2, 0.4], [-0.2, -0.3, -0.2], [0.2, -0.3, 0.4], [-0.4, -0.3, 0.4], [-0.4, 0.2, -0.2], [0.2, 0.3, -0.4], [0.0, -0.1, -0.5], [0.1, 0.2, -0.3], [0.0, -0.2, 0.1], [0.4, -0.3, 0.3], [-0.2, 0.4, -0.4], [0.1, -0.4, 0.0], [0.4, -0.1, 0.1], [0.1, 0.2, 0.1], [0.2, -0.5, -0.5], [-1.7, -0.1, 0.6], [0.1, -1.5, 0.4], [2.0, -0.4, -1.6], [0.9, 1.5, -0.2], [-0.9, 0.7, -0.8], [0.4, -0.7, -0.6], [0.1, 0.4, 0.1], [0.0, 0.2, -0.1], [-0.6, 0.1, -0.1], [0.3, 0.0, 0.2], [0.1, 0.5, 0.6], [-0.5, 0.1, -0.3], [0.2, 0.4, 0.5], [-0.1, -0.1, -0.2], [-0.8, 0.0, -0.2], [0.0, -0.2, 0.5], [-0.3, -0.4, 0.7], [-0.3, 0.0, -0.2], [0.6, -0.3, 0.6], [0.2, 0.0, 0.2], [-0.2, 0.1, -1.8], [0.6, -0.8, 1.4], [-0.7, -1.0, 0.2], [0.8, 0.2, 0.3], [-0.8, -0.5, -0.2], [0.6, -0.6, -0.5], [0.2, 0.4, 0.5], [0.3, 0.0, -0.9], [-0.7, 0.2, 0.0], [0.2, -0.2, 0.0], [0.1, 0.5, 0.2], [-0.2, -0.2, 0.5], [-0.8, -0.1, 0.2], [-0.1, 0.1, 0.0], [0.0, 0.6, -0.1], [0.8, 0.1, 0.1], [-0.1, 0.3, -0.4], [0.2, 0.1, -0.1], [0.0, 0.7, 0.6], [-0.2, 0.0, 0.6], [0.2, 0.6, 0.2]], "charge": 2, "multiplicity": 1, "homo_lumo_gap_ev": 3.095, "max_force_ev_per_a": 8.98, "e_homo_ev": -10.839, "e_tot_ha": -9636.1283}